Molecular formula: C6H7NO5S
Method: DFT, the ωB97M-V functional and the def2-TZVPD basis

Last column: Mulliken charge in e.
Element x y z (Å)
C -1.52274 -0.04197 0.45856  0.58
C 1.23420 1.30929 0.36965  -1.06
H 1.40506 -0.68188 0.86007  0.49
S -0.90502 0.38163 -2.20220  1.27
C -0.79082 -1.82404 -0.80046  0.47
H 2.23234 1.60110 0.62013  0.43
H -3.55784 -0.57157 0.48050  0.56
H -2.98743 -2.71653 -1.13439  0.31
N -0.46982 -0.48622 -0.41703  0.01
O 0.37241 0.96121 -2.52949  -0.54
O -0.03312 -2.69849 -1.07613  -0.55
H 0.39113 1.73485 1.07605  0.26
O -1.26467 -0.82126 -2.86271  -0.53
C 1.13747 -0.15618 0.02497  -0.52
C -2.27309 -1.87081 -0.67856  -0.27
O -1.49671 0.88503 1.20372  -0.56
O -2.02701 1.22990 -1.86700  -0.54
H 1.64769 -0.52590 -0.79592  0.37
C -2.65723 -0.84655 0.04367  -0.49
H 1.12832 1.87564 -0.53207  0.32

The calculation puts the LUMO energy at -0.95 eV. As for the SMILES: CC[N+]1(S(=O)(=O)[O-])C(=O)C=CC1=O. As for the total charge: 0. The total energy comes out at -28895.5870 eV. The calculation puts the orbital gap at 0.3721 Ha. Its HOMO energy is -11.079 eV.